Computed, not measured: C11H4BrF5NReS4Sb as an isolated structure, with the ωB97M-V functional and the def2-TZVPD basis.

Structure (XYZ):
```
28
Properties=species:S:1:pos:R:3:forces:R:3
Re 0.197 -0.375 -0.310 -0.166 -0.010 -0.571
S 2.043 1.824 -3.669 0.233 0.094 0.074
Sb 0.102 0.772 -3.461 0.038 0.080 -0.080
S 0.580 -1.393 -2.265 0.016 -0.077 0.226
S -0.751 1.431 -1.181 0.042 -0.062 0.154
S -1.533 0.501 -4.911 -0.227 -0.055 -0.101
Br 3.844 2.809 4.414 0.111 0.077 0.121
C 2.801 1.911 3.154 -0.024 0.004 -0.008
C 2.973 2.168 1.804 0.003 0.002 -0.122
C 2.175 1.496 0.905 -0.086 -0.050 0.112
N 1.245 0.606 1.303 -0.018 0.050 0.013
C 1.086 0.364 2.613 0.073 0.061 -0.073
C 1.847 0.997 3.572 -0.081 -0.083 0.000
H 3.704 2.878 1.447 0.004 0.006 0.029
H 2.252 1.668 -0.164 0.038 0.017 0.002
H 0.318 -0.348 2.878 0.011 -0.002 0.034
H 1.691 0.780 4.617 0.013 0.021 0.007
F -3.111 0.228 0.734 0.081 0.039 -0.063
C -2.563 -0.905 1.168 -0.203 -0.035 0.082
C -1.252 -1.241 0.875 0.217 0.101 0.021
C -0.789 -2.431 1.406 0.006 -0.269 0.168
F 0.508 -2.758 1.154 0.051 0.107 -0.090
C -1.540 -3.285 2.181 -0.086 0.077 -0.015
F -1.044 -4.415 2.674 0.040 -0.041 0.006
C -2.852 -2.921 2.441 -0.005 -0.066 0.050
F -3.618 -3.706 3.186 -0.037 -0.024 0.020
C -3.361 -1.735 1.938 -0.015 0.011 0.017
F -4.617 -1.402 2.219 -0.029 0.026 -0.013
```
Forces are in eV/Å.

2S+1 = 4
Total charge = 0
Orbital gap (spin up / spin down) = 0.2439 / 0.2293 Ha
DFT total energy = -148599.298 eV
HOMO level (spin up / spin down) = -8.2 / -8.4 eV
⟨S²⟩ = 3.789

These are the Mulliken partial charges, in e, on atoms 1 to 5: Re 0.713; S -0.541; Sb 0.849; S -0.333; S -0.365

Computed, not measured: C11H4N2O5Sr as an isolated structure in a non-equilibrium geometry, with the ωB97M-V functional and the def2-TZVPD basis.

Structure (XYZ):
```
23
Properties=species:S:1:pos:R:3:forces:R:3
O -1.199 4.712 -3.614 1.174 -4.337 3.226
C -0.952 3.801 -2.936 -1.219 4.507 -3.352
Sr -0.339 1.539 -1.252 0.111 -0.607 0.437
O 2.105 2.983 -0.060 3.976 2.023 2.117
C 1.237 2.516 -0.507 6.078 4.311 2.599
C -1.914 0.555 -1.995 -6.134 -3.296 -3.185
O -2.748 -0.034 -2.349 -3.911 -2.891 -1.604
C 0.815 0.775 -2.694 4.504 -2.623 -6.159
O 1.456 0.301 -3.427 2.845 -2.185 -3.162
C -1.492 2.297 0.193 -4.719 3.486 5.419
O -2.100 2.645 1.019 -2.687 1.466 3.774
N -2.064 -3.039 3.710 3.888 2.191 -3.805
C -1.261 -2.595 2.932 -4.265 -2.271 4.048
C -0.308 -2.075 2.016 0.223 0.701 -0.747
C 0.973 -2.623 1.932 0.140 -0.312 0.223
C 1.892 -2.104 1.038 0.024 0.674 -0.622
C 1.506 -1.023 0.227 0.386 -1.096 0.827
N 0.275 -0.502 0.313 -0.447 0.913 -0.609
C -0.630 -0.993 1.174 0.415 -0.804 0.556
H 1.253 -3.462 2.572 -0.163 0.253 -0.159
H 2.894 -2.521 0.962 -0.241 0.114 0.004
H 2.236 -0.606 -0.484 -0.514 -0.059 0.295
H -1.636 -0.549 1.230 0.537 -0.157 -0.121
```
Forces are in eV/Å.

2S+1 = 1
Total charge = +2
Energy above the lowest of the compared OMol25 structures with the same formula, charge and spin = 11.865 eV
Orbital gap = 0.2143 Ha
DFT total energy = -25495.317 eV
HOMO level = -16.3 eV

These are the Mulliken partial charges, in e, on atoms 1 to 5: O -0.073; C 0.213; Sr 3.274; O 0.115; C -0.454

Computed, not measured: C11H4N3O4RuS2 as an isolated structure in a non-equilibrium geometry, with the ωB97M-V functional and the def2-TZVPD basis.

Structure (XYZ):
```
25
Properties=species:S:1:pos:R:3:forces:R:3
Ru -0.080 -0.012 -1.383 -0.756 0.061 0.573
O 4.297 -0.002 -0.262 0.199 -0.017 0.266
C 2.982 -0.009 -0.386 -0.083 0.058 -0.889
O 2.422 0.003 -1.473 -0.026 -0.034 0.312
C 2.221 -0.016 0.881 -0.075 0.013 0.767
C 2.793 0.000 2.148 -0.012 -0.020 -0.664
C 1.951 0.009 3.253 -0.386 -0.020 -0.071
C 0.577 -0.001 3.055 0.485 -0.017 0.000
C 0.089 -0.013 1.754 -0.635 0.009 -0.041
N 0.893 -0.019 0.699 0.286 0.010 -0.031
C -1.436 0.000 1.456 0.831 0.003 0.676
O -2.193 -0.014 2.401 -0.065 -0.012 0.241
O -1.700 0.036 0.222 0.296 -0.035 -1.618
H 4.738 0.012 -1.129 -0.336 -0.007 0.064
H 3.868 0.002 2.240 0.040 0.013 0.072
H 2.360 0.024 4.251 0.050 -0.005 0.072
H -0.126 -0.003 3.874 -0.097 0.019 -0.018
S -1.006 1.669 -2.844 -0.044 -0.289 0.334
C -2.441 0.697 -2.708 0.823 -0.571 -0.332
C -3.680 1.373 -2.636 -0.317 0.160 0.150
N -4.692 1.907 -2.575 -0.325 0.260 -0.019
C -2.445 -0.691 -2.718 0.824 0.596 -0.291
S -1.017 -1.670 -2.853 0.003 0.247 0.313
C -3.684 -1.368 -2.660 -0.359 -0.176 0.166
N -4.691 -1.912 -2.608 -0.320 -0.244 -0.031
```
Forces are in eV/Å.

2S+1 = 6
Total charge = 0
Orbital gap (spin up / spin down) = 0.2523 / 0.2683 Ha
DFT total energy = -48382.838 eV
HOMO level (spin up / spin down) = -8.5 / -9.5 eV
⟨S²⟩ = 8.773

These are the Mulliken partial charges, in e, on atoms 1 to 5: Ru 0.550; O -0.414; C 0.453; O -0.588; C 0.256

Computed, not measured: C11H52AgB2N22O11 as an isolated structure in a non-equilibrium geometry, with the ωB97M-V functional and the def2-TZVPD basis.

Structure (XYZ):
```
99
Properties=species:S:1:pos:R:3:forces:R:3
Ag 15.589 -17.737 18.675 -0.936 -0.207 0.043
B 15.409 -15.543 17.672 1.040 0.003 -0.095
H 15.170 -14.496 17.563 -0.688 3.290 0.412
H 14.614 -16.152 18.073 -3.811 -1.924 1.634
H 15.587 -15.956 16.692 0.753 -1.623 -3.326
H 16.324 -15.705 18.221 3.590 0.009 2.085
B 16.275 -17.592 20.936 1.160 0.234 -0.608
H 15.259 -17.438 20.608 -4.751 0.808 -1.007
H 16.342 -17.504 22.010 0.061 0.389 3.459
H 16.553 -18.570 20.575 1.424 -3.578 -0.657
H 16.873 -16.868 20.404 2.610 2.853 -1.451
C 16.849 -13.232 15.045 1.777 3.451 -0.550
O 17.813 -12.536 14.688 -0.184 -0.501 -0.062
N 15.758 -12.767 15.557 -1.930 3.294 1.342
N 16.734 -14.488 14.928 2.188 -6.661 -2.118
H 15.078 -13.395 15.960 -0.178 1.018 0.045
H 15.864 -11.769 15.673 -1.063 -0.082 0.669
H 17.459 -14.888 14.349 -0.216 -0.435 0.264
H 16.046 -15.094 15.353 0.057 0.416 -0.196
C 13.867 -19.174 23.057 -3.550 -3.288 -0.265
O 12.887 -19.900 23.286 0.148 0.924 1.154
N 13.985 -17.896 22.941 -1.856 3.778 1.297
N 14.996 -19.652 22.604 3.772 -3.551 -1.662
H 13.268 -17.310 23.345 0.386 0.328 -0.711
H 14.771 -17.699 22.338 -0.510 1.910 0.691
H 15.252 -19.127 21.780 0.976 -0.693 0.013
H 15.013 -20.644 22.419 -0.172 0.040 0.124
C 20.170 -17.370 21.821 2.634 -2.009 0.229
O 21.320 -17.846 21.812 -1.008 -0.432 0.148
N 19.012 -18.038 21.967 -0.246 -1.105 0.051
N 19.995 -16.079 21.724 -1.160 2.939 -0.517
H 18.118 -17.593 21.819 0.412 -0.257 -0.011
H 19.026 -19.041 22.084 0.062 -0.218 0.123
H 20.750 -15.408 21.710 -0.304 -0.452 -0.262
H 19.029 -15.841 21.545 0.538 0.885 -0.099
C 12.755 -14.190 15.650 -1.525 0.132 -0.031
O 11.886 -13.874 14.862 -0.444 0.999 -0.671
N 13.132 -13.521 16.752 0.000 0.760 0.697
N 13.386 -15.356 15.517 0.762 -1.625 -0.747
H 13.600 -14.098 17.437 -0.301 0.717 0.462
H 12.685 -12.655 17.015 -0.078 -0.441 0.001
H 13.164 -15.851 14.664 0.168 -0.107 0.440
H 13.958 -15.728 16.262 -0.039 -0.261 -0.521
C 12.135 -17.772 18.505 -0.199 -1.745 -0.002
O 13.199 -18.261 18.779 2.709 -1.439 0.821
N 11.083 -18.542 18.258 -2.647 -1.068 -0.802
N 11.911 -16.506 18.419 -0.613 2.425 -0.303
H 11.107 -19.544 18.133 0.272 0.425 0.163
H 10.204 -18.055 18.154 -0.058 -0.683 -0.041
H 10.979 -16.270 18.110 0.530 1.069 0.407
H 12.569 -15.934 18.931 -0.431 1.110 -0.046
C 15.282 -21.096 19.262 -1.476 4.855 -0.838
O 15.617 -19.966 18.884 0.892 -0.298 -0.260
N 16.029 -22.132 19.241 2.201 -3.223 0.055
N 14.053 -21.332 19.671 -3.118 -0.803 1.285
H 17.015 -22.016 19.054 -0.249 -0.327 0.416
H 15.585 -22.851 19.794 1.405 -0.699 -0.284
H 13.372 -20.613 19.870 0.508 0.373 -0.249
H 13.811 -22.230 20.062 -0.040 0.207 -0.078
C 14.916 -18.861 15.512 0.573 0.703 1.578
O 15.493 -18.471 16.526 0.178 -0.533 -0.771
N 15.399 -19.535 14.526 4.919 -2.722 -3.166
N 13.668 -18.715 15.240 -5.894 2.481 1.757
H 14.983 -19.513 13.606 0.149 -0.124 0.387
H 16.380 -19.771 14.573 -0.068 0.090 -0.272
H 13.172 -18.871 14.373 0.461 -0.191 0.331
H 13.158 -18.261 15.984 -0.419 0.153 -0.298
C 18.554 -17.480 17.152 0.639 -1.524 3.611
O 17.703 -17.772 17.970 -1.174 -1.809 0.428
N 19.719 -18.022 17.112 4.502 -4.254 -0.367
N 18.609 -16.365 16.594 -2.877 6.306 -3.146
H 19.875 -18.905 17.577 0.282 0.415 -0.055
H 20.483 -17.401 16.884 0.126 -0.780 0.175
H 19.238 -16.028 15.879 -0.434 -0.155 0.233
H 17.722 -15.948 16.835 0.105 1.568 -0.872
C 13.941 -14.031 20.766 -1.566 -0.346 -1.869
O 12.958 -14.105 19.991 0.015 -0.418 0.563
N 15.135 -13.742 20.317 1.546 0.629 -0.833
N 13.857 -14.278 22.080 -0.452 -0.168 0.845
H 15.316 -13.824 19.327 -0.226 0.138 0.237
H 15.928 -13.790 20.942 0.071 -0.058 -0.215
H 12.927 -14.482 22.416 0.465 0.224 0.342
H 14.672 -14.089 22.646 -0.485 -0.192 0.271
C 17.838 -14.374 22.842 -1.330 -1.534 -1.028
O 17.225 -13.929 21.852 1.786 0.640 1.449
N 18.919 -13.966 23.456 2.077 3.687 -0.048
N 17.514 -15.543 23.364 -1.948 -2.193 0.670
H 19.321 -14.442 24.251 -0.043 0.335 -0.461
H 19.281 -13.088 23.112 0.349 -0.060 0.583
H 16.949 -16.142 22.779 -0.207 -0.102 0.400
H 18.074 -15.948 24.100 -0.297 -0.225 -0.411
C 19.369 -21.597 21.055 0.183 0.556 5.681
O 19.179 -21.045 22.135 -0.079 -0.412 1.535
N 19.797 -22.851 20.967 0.296 -1.593 -1.770
N 19.180 -20.857 20.036 -0.529 1.695 -6.443
H 19.986 -23.158 20.023 0.198 -0.598 0.472
H 19.852 -23.489 21.748 -0.097 0.509 -0.180
H 19.245 -21.228 19.099 0.195 0.095 0.024
H 19.161 -19.847 20.073 -0.242 -0.140 0.574
```
Forces are in eV/Å.

2S+1 = 2
Total charge = 0
Orbital gap (spin up / spin down) = 0.3177 / 0.2149 Ha
DFT total energy = -72905.953 eV
HOMO level (spin up / spin down) = -8.9 / -8.9 eV
⟨S²⟩ = 0.752

These are the Mulliken partial charges, in e, on atoms 1 to 5: Ag -0.971; B 3.222; H -0.514; H -0.725; H -0.656

Question: What is the formula in the fourth record?
Answer: C11H52AgB2N22O11

Question: Look up the 2S+1 of the first one.
Answer: 4